# 1
Formula: C46H60AsBrHgN8O7S2Si3
Source: OMol25
Level of theory: the ωB97M-V functional and the def2-TZVPD basis

Each line ends with the Mulliken charge.
Cartesian coordinates (Å):
H  -5.18  0.03  -1.07  0.477
H  5.96  -0.84  -2.62  0.170
H  6.86  -0.55  -1.13  0.362
C  -2.34  -4.60  4.06  -0.630
H  -1.25  1.45  -4.40  0.393
H  1.87  -3.60  1.26  0.217
C  5.16  -1.84  -0.90  0.858
O  -1.70  -2.35  1.23  -0.200
H  -5.25  3.96  0.37  0.266
S  1.11  2.75  3.37  -0.024
O  0.96  0.00  -3.68  -0.713
C  3.04  2.72  6.90  -0.198
N  1.86  0.88  5.18  0.425
H  -3.67  0.41  1.74  -0.364
C  2.58  2.81  -0.23  -0.737
H  -2.34  5.52  2.97  0.390
C  -2.46  -2.28  4.75  -0.180
H  0.91  2.54  -2.99  -0.301
H  3.29  0.48  -2.38  0.143
C  5.83  4.27  -1.52  0.138
H  1.80  2.98  0.50  0.111
H  0.12  -9.56  -1.12  0.361
H  1.54  -3.73  -0.47  -0.085
C  -5.20  3.28  -0.48  -1.112
C  0.08  -2.27  -6.07  -0.513
As  -1.64  2.58  -0.22  0.299
C  -2.01  -4.18  2.76  0.711
H  -1.57  -3.07  0.57  0.647
C  -4.29  1.28  1.54  -0.389
C  -2.05  -3.39  -6.28  -0.519
H  -1.18  0.10  4.86  0.518
Si  -1.45  3.04  -2.54  0.420
H  -5.34  0.98  1.60  0.404
H  -2.43  -5.64  4.31  0.432
C  -2.29  -3.26  -4.92  -0.737
Hg  0.67  -0.22  0.73  0.747
H  -3.45  -0.24  -1.28  -0.082
C  6.31  -1.30  -1.69  -1.378
Si  -1.82  4.75  0.66  0.190
C  -1.36  -2.36  -2.65  0.315
C  2.39  3.12  5.76  -0.784
C  -0.98  -7.06  0.82  0.437
C  -0.09  5.50  0.59  -0.796
O  6.87  3.88  -2.02  -0.656
O  2.00  -2.17  -3.23  -0.662
S  0.77  -1.41  -3.40  1.199
H  -2.62  -1.56  5.54  0.529
H  -2.79  -3.87  -6.91  0.390
N  3.54  -1.77  0.66  -0.649
H  -4.31  0.83  -2.39  0.293
O  -2.01  -0.59  3.09  0.027
Si  -3.91  1.93  -0.17  0.297
H  -1.49  3.97  2.98  0.065
H  0.38  3.93  -3.95  0.475
H  0.31  5.49  -0.42  0.187
C  3.14  1.35  7.16  -0.696
H  1.00  -1.88  -6.50  0.484
H  -2.84  6.97  0.61  0.363
C  -2.47  4.52  -3.15  -1.097
O  -2.30  -2.76  -1.97  -0.911
C  4.55  2.19  -2.00  -0.552
C  1.82  2.23  4.83  -0.414
H  3.67  0.96  8.01  0.352
H  -2.88  0.61  4.55  0.370
C  3.45  -2.91  0.01  0.617
C  -1.02  -6.03  -0.12  0.019
H  -3.21  4.03  2.60  0.192
C  -0.25  -7.54  -1.77  -0.773
C  2.55  0.48  6.27  -0.237
H  -0.10  6.54  0.95  0.462
C  -1.90  0.40  4.10  -0.685
C  -1.33  -2.62  -4.15  0.175
C  -0.88  -2.90  -6.85  -0.536
H  -0.71  -3.01  -7.92  0.391
C  3.43  1.39  -1.81  -0.483
C  4.65  3.38  -1.28  0.982
H  -5.00  3.88  -1.38  0.232
N  5.66  5.58  -1.16  -0.357
H  2.64  -4.89  0.30  0.429
H  -3.47  4.55  -2.73  0.173
N  -1.38  -6.48  2.01  -0.042
N  -0.28  -1.68  -2.23  -0.028
C  -1.63  -5.15  1.74  0.081
H  2.30  4.17  5.51  0.348
O  1.27  -0.01  4.47  -0.602
H  -4.10  2.02  2.32  0.202
H  4.62  -3.82  -1.68  0.317
C  -2.26  4.55  2.48  -0.849
H  -1.41  -6.91  2.91  0.222
H  -0.68  -5.46  -2.17  0.518
C  -1.95  1.56  -3.58  -0.452
C  -2.57  -3.65  5.02  -0.612
H  7.00  -2.11  -1.95  0.396
H  -1.97  5.46  -2.90  0.240
H  5.33  1.92  -2.69  0.530
H  -4.02  5.79  0.03  0.254
H  -2.56  4.46  -4.24  0.404
N  4.59  -1.14  0.11  0.249
H  6.39  6.22  -1.41  0.228
H  -2.75  6.36  -1.04  0.288
C  -2.98  6.09  -0.01  -1.084
H  0.79  4.13  -2.23  0.054
H  3.46  3.44  7.59  0.340
C  -0.65  -6.27  -1.44  -0.203
H  -3.19  -3.63  -4.45  0.498
C  -1.97  -2.82  2.43  -0.552
H  2.56  -0.59  6.39  0.408
Br  -3.06  -4.20  6.78  -0.294
C  -0.21  -8.57  -0.82  -0.295
H  -1.51  1.29  3.60  -0.288
H  3.70  4.57  0.27  0.453
H  0.06  -7.76  -2.79  0.425
H  -2.96  1.68  -3.98  0.503
C  -0.18  -2.14  -4.72  0.018
H  -1.91  0.64  -3.01  -0.483
C  0.33  3.46  -2.96  -0.309
C  2.32  -3.85  0.29  -0.504
H  -0.55  -9.14  1.23  0.373
C  -0.58  -8.35  0.50  -1.209
H  0.58  4.93  1.23  0.053
C  4.46  -3.02  -0.98  -1.159
H  -6.18  2.81  -0.60  0.388
C  -2.15  -1.87  3.47  0.339
H  4.74  5.95  -0.98  0.192
C  3.65  3.69  -0.36  -0.738
N  2.46  1.71  -0.96  0.642
N  -1.43  -4.86  0.48  -0.364
H  4.78  -0.19  0.38  0.246
C  -4.24  0.51  -1.35  -0.827

The HOMO energy comes out at -1.682 eV. The net charge is -2. The electronic energy is -255293.9381 eV. The molar mass is 1340.84 g/mol. The energy relative to the best compared isomer or geometry (same formula, charge and spin) comes out at 14.6 kcal per mole. The LUMO energy is 0.1325 hartree. Its HOMO-LUMO gap is 5.289 eV.


# 2
Formula: C46H60AsBrHgN8O7S2Si3
Source: OMol25
Level of theory: the ωB97M-V functional and the def2-TZVPD basis

Each line ends with the Mulliken charge.
Cartesian coordinates (Å):
H  4.42  -0.18  2.11  0.192
C  -3.06  -1.53  -2.59  -0.122
As  -2.53  -2.09  2.10  0.292
H  -1.72  0.19  4.70  0.140
H  -3.11  2.18  1.72  0.503
H  5.09  -4.15  1.95  0.392
C  6.22  1.86  -4.81  -0.576
H  -3.49  -3.68  5.64  0.303
H  -2.48  4.37  1.40  0.530
C  3.29  3.39  3.10  1.139
H  -3.09  -0.51  5.59  0.253
H  1.47  6.83  -8.29  0.356
C  1.64  1.77  2.49  -1.082
C  -2.04  -0.68  5.30  -1.125
C  -3.08  -1.39  -3.95  -0.741
H  -0.90  -4.85  0.72  -0.271
C  -2.40  -2.34  -4.72  -0.200
C  -5.21  -0.56  0.69  -0.677
Si  -3.07  -4.35  1.71  0.742
C  1.56  4.80  -7.58  -0.565
C  -2.40  -3.62  5.57  -1.203
O  -0.47  2.25  -2.03  -0.672
H  6.37  -1.38  -3.72  0.500
H  4.80  -1.17  3.53  0.216
H  3.49  -6.20  0.86  0.347
H  -1.92  0.87  1.86  -0.447
C  -1.52  3.31  -0.21  0.207
H  0.57  -2.19  5.09  0.491
C  -4.14  -4.68  0.20  -0.886
H  -3.48  -4.97  -0.63  0.238
H  -6.12  -3.29  2.26  0.235
N  4.72  3.23  5.08  -0.348
C  4.14  1.14  -3.93  -0.238
C  4.34  3.98  4.00  0.317
C  1.28  3.91  -6.56  -0.646
H  -4.63  -6.00  2.74  0.439
C  3.63  -1.02  -3.02  0.038
C  4.19  -3.61  1.70  -1.016
H  -2.01  -3.36  6.56  0.379
H  -1.52  -6.30  1.53  0.460
H  -3.30  -5.66  3.85  0.366
H  3.59  4.91  1.63  0.467
C  2.56  2.25  3.41  -1.033
H  1.51  2.85  -6.62  0.509
H  7.80  0.40  -4.77  0.366
H  1.08  0.86  2.68  0.829
H  -4.64  -4.52  3.70  0.128
N  2.21  -3.09  0.96  1.045
H  -1.19  -4.11  -4.64  0.402
C  1.24  6.17  -7.47  -0.392
O  -1.59  2.07  0.30  0.278
C  3.92  -2.23  1.86  0.476
C  6.76  0.60  -4.53  -0.397
N  2.72  -1.93  1.41  -0.128
S  -0.95  -4.83  -1.91  -0.408
H  -1.43  -0.71  6.21  0.429
C  -4.79  0.21  3.58  -1.209
N  -0.22  6.03  -4.05  -0.798
C  -1.42  -5.21  1.61  -0.709
Hg  0.46  -0.42  -0.28  0.345
Br  -2.53  7.22  0.69  -0.270
C  -1.28  5.80  -1.43  -0.889
H  2.68  1.72  4.35  0.302
H  0.30  -3.59  4.04  0.339
H  -5.51  0.96  3.21  0.440
H  0.39  7.73  -6.24  0.405
C  -1.75  -3.37  -4.09  -0.793
H  -6.07  0.11  0.77  0.475
O  -2.43  -2.54  -0.64  -0.342
H  -2.02  -4.60  5.29  0.263
H  -0.82  -4.98  2.50  0.112
H  -1.20  6.75  -1.93  0.585
S  2.44  1.07  -3.43  1.436
H  -2.36  -2.24  -5.80  0.325
C  4.66  -0.10  -3.65  0.285
O  3.93  -2.15  -2.67  -0.738
H  5.51  3.55  5.59  0.242
C  -0.89  3.41  -1.47  0.596
C  0.64  6.68  -6.33  -0.758
H  5.82  -1.27  2.08  0.355
C  2.71  -5.49  0.60  -1.064
H  2.03  4.44  -8.48  0.390
C  -2.05  1.92  1.63  -0.664
H  2.58  -5.49  -0.49  0.250
H  1.32  -3.08  0.48  -0.344
N  -2.42  -2.54  -1.96  0.167
Si  -1.83  -2.30  4.34  0.631
H  -4.37  0.00  0.24  -0.174
Si  -4.69  -1.24  2.36  0.426
C  4.90  2.15  -4.51  -0.407
C  3.06  -4.13  1.09  0.319
H  -7.04  -1.88  2.82  0.380
H  4.47  3.12  -4.72  0.526
N  2.41  -0.41  -2.92  -0.220
C  -1.74  -3.52  -2.68  0.246
C  0.04  -2.53  4.20  -0.994
C  -2.01  4.43  0.43  -0.516
C  3.04  4.02  1.89  -0.951
C  5.98  -0.39  -3.95  -0.514
H  -4.87  -5.48  0.39  0.466
H  6.85  2.62  -5.26  0.377
N  1.41  2.36  1.33  0.253
H  -4.68  -3.78  -0.11  0.047
H  -3.54  -0.83  -1.92  0.095
C  0.67  4.43  -5.42  0.621
O  1.58  1.32  -4.58  -0.816
C  -4.00  -5.21  3.14  -1.267
H  -5.13  -0.13  4.57  0.378
H  0.50  2.20  -2.12  -0.358
H  1.90  3.90  0.06  0.454
H  0.31  2.87  -4.06  0.090
C  -0.80  4.65  -2.09  1.021
C  0.35  5.79  -5.28  0.174
H  -3.60  -0.56  -4.40  0.410
C  -6.08  -2.40  2.89  -1.166
O  2.21  2.04  -2.36  -0.591
H  -5.95  -2.73  3.93  0.275
C  -1.87  5.67  -0.20  -0.614
C  2.10  3.46  1.03  -0.238
H  0.43  -1.98  3.33  0.004
C  -0.25  4.85  -3.45  0.142
H  -5.46  -1.37  0.01  0.256
H  4.50  2.25  5.11  0.175
O  4.83  5.07  3.80  -0.646
C  4.79  -1.15  2.43  -1.238
H  -1.46  2.53  2.32  0.494
N  0.27  3.86  -4.24  0.532
H  -3.83  0.71  3.72  0.184
H  1.77  -5.84  1.04  0.167

The HOMO energy comes out at -1.991 eV. The net charge is -2. The electronic energy is -255294.3367 eV. The molar mass is 1340.84 g/mol. The energy relative to the best compared isomer or geometry (same formula, charge and spin) comes out at 5.4 kcal per mole. The LUMO energy is 0.1320 hartree. Its HOMO-LUMO gap is 5.582 eV.


Among the records above, which one has the highest electronic energy? number 1


Look up the electronic energy of the second one. -255294.3367 eV


Among the records above, which one has the highest electronic energy? number 1